{"formula": "C14H26BEuN2P", "method": "ωB97M-V with the def2-TZVPD basis set", "e_homo_ev": [-6.49, -7.13], "homo_lumo_gap_ha": [0.237, 0.243], "s_squared": 15.839, "e_tot_ha": -1734.75127, "spin_multiplicity": 8, "lumo_energy_ev": [0.0, -0.5], "symbols": ["C", "C", "C", "C", "C", "C", "C", "C", "N", "Eu", "C", "P", "H", "H", "H", "H", "H", "H", "H", "H", "C", "C", "H", "C", "C", "H", "H", "H", "H", "H", "H", "H", "H", "H", "H", "H", "H", "H", "H", "B", "C", "N", "H", "H", "H"], "xyz": [[-2.7944, 0.2030, -3.1755], [-2.6376, -1.0285, -2.5856], [-1.9279, -1.1015, -1.3619], [-1.5933, 0.1274, -0.8853], [-1.5886, 1.3454, -1.4535], [-2.3017, 1.3932, -2.6695], [-1.6976, -2.4231, -0.6280], [-0.2396, -2.9567, -0.4629], [0.8685, -2.0011, -0.2996], [-0.0817, -0.2899, 0.8864], [-0.8483, 2.5657, -0.8460], [0.8668, 2.0829, -0.3412], [-3.0089, -1.9485, -2.9816], [-2.3944, 2.3437, -3.1306], [-3.3522, 0.2526, -4.1149], [-1.3789, 2.9179, 0.0640], [-0.7528, 3.3589, -1.5642], [-2.1544, -2.3767, 0.3886], [-2.2049, -3.1972, -1.1742], [-0.1972, -3.6063, 0.4174], [1.5292, 3.3071, 0.7725], [1.7996, 2.0352, -1.8603], [0.0744, -3.4905, -1.3660], [1.3861, -1.4030, -1.5375], [1.9313, -2.4602, 0.6068], [-0.7630, 1.3379, 1.8350], [1.8712, -2.2470, -2.0380], [0.5670, -1.0133, -2.1520], [2.1293, -0.6095, -1.3317], [2.4940, -3.1970, 0.0116], [2.6024, -1.6472, 0.9316], [1.4798, -2.9347, 1.4931], [1.8049, 3.0602, -2.2129], [2.8147, 1.6719, -1.6336], [1.3354, 1.3557, -2.5851], [1.6690, 4.1948, 0.1644], [0.8332, 3.4650, 1.6064], [2.4831, 2.9187, 1.1621], [1.2300, 0.0293, 2.3673], [-0.0082, -0.0007, 5.7849], [-0.0128, -0.0062, 4.3235], [0.1727, -0.0263, 3.1336], [-1.0073, 0.5804, 6.1465], [1.0044, 0.5802, 6.1480], [-0.0012, -1.1622, 6.1480]]}